Entry 1:
DFT (ωB97M-V with the def2-TZVPD basis set) results for C12H25N3O4Tc as an isolated structure.

```
45
Properties=species:S:1:pos:R:3:mulliken_spin:R:1
O 0.22 -1.07 1.54 -0.0117
H 1.93 -0.64 2.61 -0.0025
H 3.68 -0.29 -1.61 0.0002
H 4.18 -1.31 2.43 0.0003
H -3.26 2.20 -0.99 -0.0003
H 1.45 4.31 -0.68 0.0018
O -1.53 -1.17 -0.26 0.0653
C 4.38 -0.60 -0.83 0.0004
H -3.07 3.91 -0.56 0.0015
C -1.77 -2.09 0.68 0.0097
H -2.14 -4.35 1.97 0.0006
O 1.62 -0.35 -0.42 0.0383
O -0.86 1.75 -0.66 0.0961
C -3.79 -2.77 -0.49 -0.0004
C 1.05 3.66 -1.46 0.0020
C 4.49 -1.65 1.45 0.0001
Tc -0.18 0.11 -0.21 2.6916
H 1.83 -2.33 2.08 0.0017
C -0.74 -2.14 1.79 -0.0031
H -3.71 -3.69 -1.08 0.0012
H 5.04 0.22 -0.55 0.0010
H -1.01 5.06 -3.09 0.0034
H 4.97 -1.45 -1.17 0.0008
H -3.71 -4.63 1.20 0.0003
H 1.45 3.97 -2.42 0.0013
H -3.61 -1.90 -1.11 0.0007
H -1.78 5.46 -1.52 0.0011
C 2.39 -0.88 0.54 0.0109
H -4.77 -2.72 -0.03 0.0010
C -0.86 5.15 -2.01 -0.0007
N 3.65 -1.02 0.39 0.0201
C 1.64 -1.30 1.78 -0.0097
H -1.23 -1.94 2.74 -0.0054
H -0.24 -3.11 1.84 0.0005
H 5.52 -1.35 1.27 0.0003
N -0.41 3.83 -1.49 0.0544
C -1.27 2.94 -1.15 -0.0095
H -3.03 3.42 -2.26 -0.0017
H 1.33 2.63 -1.28 0.0034
H 4.41 -2.73 1.36 0.0010
H -3.58 -3.40 2.48 0.0013
C -3.06 -3.88 1.64 0.0003
C -2.75 3.12 -1.24 0.0021
H -0.08 5.87 -1.80 0.0006
N -2.79 -2.85 0.60 0.0298
```

Output
total charge	+4
highest occupied orbital energy (alpha / beta)	-23.2 / -23.4	eV
orbital gap (alpha / beta)	0.2745 / 0.2588	hartree
multiplicity	4
expectation value of S²	3.77

***

Entry 2:
DFT (ωB97M-V with the def2-TZVPD basis set) results for C12H25NO8Ti as an isolated structure in a non-equilibrium geometry.

```
47
Properties=species:S:1:pos:R:3:mulliken_spin:R:1
H -2.23 -1.65 2.35 0.0411
H 0.34 3.34 1.18 0.0518
Ti -0.02 -0.19 -0.03 2.7856
H -5.91 -1.60 -2.31 -0.0005
H 3.93 -0.84 2.33 0.0272
C 2.93 -2.94 0.20 0.1201
O -2.72 -0.89 0.00 -0.0646
C -3.88 -1.14 0.37 0.0769
C -0.58 3.69 0.70 -0.0147
C -4.98 -1.32 -1.80 0.0023
H -3.57 -0.89 3.37 -0.0198
O -4.27 -1.44 1.68 -0.0663
H 3.45 -2.04 -0.13 -0.0048
H -1.98 -1.02 -2.69 -0.0142
H -1.64 -2.67 -3.13 0.0083
C 0.11 -1.46 -3.31 -0.0085
O 2.35 0.27 0.30 -0.2448
H -1.53 3.21 0.94 -0.0080
O -4.98 -1.31 -0.42 -0.0078
H 3.49 4.37 -0.02 0.0005
H 4.13 0.08 3.76 -0.0698
H -4.69 -0.35 -2.21 -0.0046
H 0.26 4.11 -1.33 0.0005
O 0.76 -0.42 -2.60 -0.0665
N 0.41 -2.43 0.67 -0.2163
H -1.12 -2.11 -1.57 -0.0075
C 3.07 1.15 0.80 0.3812
O 3.26 2.29 0.15 -0.1291
O 3.70 1.14 1.98 -0.2179
O -0.04 2.15 -1.15 -0.0742
H 4.90 3.25 0.47 0.0009
C -0.47 3.46 -0.84 0.0491
H -0.28 -1.17 -4.29 0.0005
H 3.65 3.73 1.60 0.0025
C 1.50 -2.60 0.44 0.1038
C -3.28 -1.63 2.63 0.1371
C 3.85 3.51 0.55 0.0091
H -3.41 -2.53 3.23 -0.0391
H -4.31 -2.13 -2.08 0.0046
H 2.53 -0.20 3.04 0.1112
H 3.09 -3.72 -0.54 -0.0061
H 3.28 -3.24 1.19 -0.0113
H -1.40 3.60 -1.38 -0.0064
C 3.56 0.06 2.82 0.3109
H 0.73 -2.35 -3.38 0.0015
C -1.22 -1.80 -2.61 0.0791
H -0.75 4.70 1.06 -0.0030
```

Output
total charge	-1
highest occupied orbital energy (alpha / beta)	-0.5 / -3.1	eV
orbital gap (alpha / beta)	0.1189 / 0.2106	hartree
multiplicity	4
expectation value of S²	3.75

***

Entry 3:
DFT (ωB97M-V with the def2-TZVPD basis set) results for C12H25O14V as an isolated structure in a non-equilibrium geometry.

```
52
Properties=species:S:1:pos:R:3:nbo_charge:R:1
O 6.34 -26.26 -6.51 -0.7617
C 5.74 -25.44 -7.24 0.9524
O 7.30 -31.73 -3.10 -0.7709
H 7.58 -31.45 -5.93 0.2559
H 7.72 -30.90 -3.44 0.5406
H 8.81 -32.25 -5.09 0.2188
H 7.69 -33.16 -6.10 0.1491
C 4.63 -30.33 -8.07 -0.6642
C 9.50 -28.79 -3.94 0.9276
H 5.05 -32.40 -5.55 0.1693
O 8.21 -26.36 -1.79 -0.8338
O 8.35 -29.25 -3.52 -0.8147
H 3.15 -28.62 -4.97 0.2846
H 5.24 -29.43 -7.93 0.2838
H 4.72 -32.47 -3.83 0.1684
C 4.98 -30.92 -9.43 0.0904
H 5.26 -30.97 -4.51 0.2853
H 1.44 -26.96 -3.85 0.1491
H 6.22 -26.54 -8.71 0.4744
H 4.59 -30.29 -10.24 0.1500
H 5.05 -32.79 -10.37 0.1754
O 7.20 -28.90 -6.43 -0.6321
H 6.75 -31.84 -9.47 0.4584
O 9.40 -27.99 -4.95 -0.8215
H 0.91 -26.30 -6.80 0.2121
H -0.16 -27.40 -5.87 0.1701
H 4.85 -31.00 -7.24 0.2194
C 4.46 -32.37 -9.55 -0.7242
O 6.95 -26.26 -3.68 -0.8387
H 0.09 -25.71 -5.34 0.1869
O 7.10 -24.51 -2.30 -0.9191
C 7.43 -25.74 -2.58 0.9490
C 1.73 -27.01 -4.90 0.1085
O 6.40 -30.95 -9.53 -0.7182
H 3.63 -29.94 -7.85 0.1981
C 6.79 -32.50 -4.15 0.1089
C 0.56 -26.58 -5.81 -0.6357
V 7.06 -28.05 -5.11 1.5467
C 2.11 -28.46 -5.27 -0.6629
O 10.48 -28.63 -3.14 -0.8303
C 5.40 -32.05 -4.58 -0.6476
O 2.84 -26.17 -5.10 -0.6845
H 3.42 -26.59 -5.74 0.4911
C 7.75 -32.37 -5.34 -0.6582
H 2.00 -28.63 -6.34 0.1828
O 5.69 -28.58 -4.49 -0.6245
O 5.66 -25.76 -8.60 -0.7976
O 5.31 -24.32 -6.92 -0.7604
H 3.40 -32.47 -9.79 0.1924
H 4.69 -32.94 -8.65 0.2072
H 1.51 -29.20 -4.72 0.1815
H 6.89 -33.58 -3.93 0.1126
```

Output
total charge	-4
highest occupied orbital energy	6.3	eV
orbital gap	0.0467	hartree

***

Entry 4:
DFT (ωB97M-V with the def2-TZVPD basis set) results for C12H26AlO4 as an isolated structure in a non-equilibrium geometry.

```
43
Properties=species:S:1:pos:R:3:nbo_charge:R:1
H 2.49 -0.48 3.80 0.1702
H 4.04 0.95 -1.53 0.1832
H -1.23 -2.20 -0.38 0.1869
H -4.30 -0.89 1.08 0.2056
H -1.85 -1.52 1.12 0.1910
O -0.84 4.53 1.60 -1.2061
C 3.17 0.66 -0.89 -0.4127
H -3.82 -2.51 0.52 0.1943
H 0.96 -0.11 2.98 0.2064
H 0.49 2.55 -1.73 0.1323
H -5.05 -1.47 -0.41 0.1916
O -1.45 2.06 -0.23 -0.9609
C -0.45 -0.19 0.12 -0.4437
C -1.61 -1.25 0.07 -0.3978
H 4.44 -1.14 -0.69 0.1928
C -3.05 -1.23 -2.08 -0.6064
C 1.90 0.97 -1.75 -0.4233
H -2.37 -0.69 -2.76 0.2084
H -4.10 -1.08 -2.42 0.1905
H 3.25 1.31 -0.01 0.2576
H 1.91 -1.93 0.70 0.1642
C -2.93 -0.76 -0.59 -0.2323
H -2.89 -2.33 -2.14 0.1893
H 0.48 -0.70 -0.24 0.1829
H 2.22 1.62 -2.60 0.1971
H 1.48 0.06 -2.24 0.1890
H 1.61 -1.75 2.81 0.1626
Al -0.38 2.82 1.11 1.8428
H -3.13 0.32 -0.47 0.2499
C -0.64 1.05 -0.79 0.0805
H -0.25 0.05 1.18 0.2357
O 1.15 2.53 0.13 -0.9638
C -4.11 -1.50 0.17 -0.6107
O 2.64 -0.25 1.73 -0.5473
H 2.83 -1.44 -1.34 0.1954
H 3.59 -2.00 1.27 0.1478
H -0.67 1.81 2.34 -0.5148
H -1.54 4.49 2.25 0.4570
C 3.38 -0.86 -0.57 -0.4190
C 1.91 -0.68 2.87 -0.2573
C 2.82 -1.32 0.82 -0.0541
C 0.78 1.76 -0.99 0.0978
H -0.91 0.71 -1.82 0.1473
```

Output
total charge	-1
highest occupied orbital energy	-4.7	eV
orbital gap	0.2904	hartree